(1)
{
  "formula": "C22H44N5P2S2Si2Zr",
  "method": "wB97M-V/def2-TZVPD",
  "symbols": ["H", "H", "C", "C", "H", "C", "P", "C", "H", "C", "C", "C", "C", "H", "H", "S", "C", "C", "H", "H", "H", "Zr", "C", "H", "P", "H", "H", "H", "H", "H", "Si", "N", "H", "N", "C", "H", "C", "N", "H", "C", "H", "H", "H", "C", "H", "H", "H", "S", "H", "H", "C", "C", "C", "Si", "H", "N", "H", "H", "H", "H", "H", "H", "H", "H", "H", "N", "H", "H", "H", "C", "H", "H", "C", "H", "C", "C", "H", "H"],
  "coordinates": [[4.8491, -1.9182, 0.4916], [-3.2286, -3.0952, -0.5725], [-3.2567, -0.2156, -3.8487], [2.3911, -3.5983, -0.5091], [3.0139, 3.0954, -1.8545], [-0.0988, 2.3781, -2.6510], [-2.1839, 0.6288, 0.5534], [-3.5257, 1.0995, -1.8611], [3.8267, -1.4591, -0.8710], [-0.5695, -3.2903, -1.9715], [-2.6426, 0.2674, -1.1769], [2.9070, 2.1280, -2.3479], [3.9957, -1.3029, 0.1943], [-4.5068, 1.5233, -3.7166], [0.1572, -2.9377, -2.6998], [0.6181, -3.2383, 1.6434], [-3.7929, 0.4819, 1.4058], [2.7954, -1.6842, 1.0232], [3.4500, -3.8527, -0.4482], [2.1660, 0.3437, -0.1457], [3.8686, 1.6205, 1.7269], [0.3751, -0.7232, 1.2198], [-2.3992, -2.8625, 0.0958], [1.4845, 4.7528, 1.0857], [-1.0856, -1.9777, -0.8284], [1.3715, 1.6994, 3.4371], [0.2715, 3.0000, 3.0030], [3.7455, 1.5021, -2.0290], [-1.9782, -3.7810, 0.5021], [-3.5258, -1.7513, 4.7387], [1.5754, 2.3279, 0.9834], [0.8339, -1.6973, 4.9509], [-4.5407, 1.0460, 0.8475], [-0.4539, -1.5870, 4.4960], [-3.8309, 0.8620, -3.1912], [-1.4443, -3.6923, -2.4831], [0.6910, 2.0494, 2.6609], [-2.1104, -1.0288, 3.3237], [3.0130, 2.2951, -3.4226], [-2.0993, -0.8421, -1.8283], [-1.9781, -1.9156, -3.6913], [-0.1258, -4.0856, -1.3768], [-0.1580, 3.3417, -2.1409], [-2.4996, -1.5963, 4.4565], [-2.9197, 2.9295, 0.2721], [1.4316, -1.9859, 4.1738], [-1.2315, 2.6846, -0.2185], [2.5198, -0.7375, 2.4741], [0.2933, -0.7197, -3.1346], [0.1181, 2.5882, -3.7021], [-2.4052, -1.0710, -3.1672], [1.2912, -0.3038, -2.9955], [-1.9831, 2.4339, 0.5250], [1.2683, 1.2832, -1.9838], [-1.0791, 1.9020, -2.6108], [-0.7884, -1.0159, 3.3609], [-1.6555, 2.7879, 1.5011], [1.8233, -4.5241, -0.5123], [-3.4793, -0.3967, -4.8919], [-3.9698, 1.9541, -1.3667], [-0.0014, 4.2367, 0.3104], [3.5715, 3.3316, 2.0179], [1.5081, 4.2611, -0.5973], [-0.1793, 1.3713, 2.6588], [2.2324, -3.0874, -1.4603], [-1.4655, -1.9584, 5.2176], [3.9317, 2.7760, 0.3860], [-2.7644, -2.2604, 0.9284], [-3.7080, 0.8865, 2.4125], [2.0026, -2.7454, 0.6760], [-4.1039, -0.5574, 1.4785], [0.8186, -2.3699, 5.7091], [1.1896, 0.8705, -0.1552], [4.2694, -0.2624, 0.3586], [3.4093, 2.5152, 1.3092], [1.0654, 4.0349, 0.3744], [1.6967, -0.0976, -3.9893], [1.9282, -1.0631, -2.5329]],
  "forces_ev_per_a": [[0.000, 0.002, -0.005], [-0.002, -0.005, 0.001], [0.010, -0.017, -0.010], [-0.026, 0.000, -0.004], [-0.003, 0.002, -0.006], [-0.005, -0.002, 0.007], [0.023, 0.016, 0.063], [-0.005, -0.003, -0.014], [0.007, 0.004, -0.005], [0.010, 0.002, 0.005], [0.000, -0.023, -0.013], [0.011, -0.012, 0.017], [0.003, -0.002, 0.002], [0.000, 0.000, 0.003], [-0.003, 0.003, -0.006], [0.027, -0.018, 0.002], [0.013, -0.026, 0.013], [0.003, -0.001, 0.046], [0.001, -0.001, -0.002], [-0.025, -0.015, -0.020], [-0.008, 0.004, -0.004], [-0.103, 0.143, -0.050], [0.010, -0.017, 0.011], [0.002, 0.003, 0.000], [-0.021, 0.012, 0.010], [0.014, 0.012, -0.007], [-0.004, 0.001, -0.009], [0.002, 0.005, -0.005], [-0.009, -0.002, -0.005], [0.005, -0.004, 0.007], [-0.030, 0.018, 0.046], [-0.020, 0.022, -0.002], [0.006, 0.000, -0.008], [0.033, 0.004, -0.007], [-0.009, 0.017, 0.011], [0.003, -0.007, -0.004], [-0.008, 0.007, -0.021], [-0.007, -0.011, -0.043], [-0.001, 0.003, 0.000], [0.018, 0.015, 0.007], [-0.002, 0.000, -0.003], [-0.005, -0.007, 0.004], [0.006, -0.008, 0.004], [-0.026, -0.001, 0.017], [-0.009, -0.008, 0.003], [0.001, -0.007, -0.001], [-0.007, 0.008, 0.007], [0.062, -0.021, 0.011], [0.004, 0.010, 0.008], [0.000, -0.007, -0.002], [-0.014, -0.002, -0.004], [0.018, 0.035, -0.010], [0.019, 0.013, -0.019], [-0.016, -0.031, -0.013], [0.000, 0.001, -0.004], [-0.011, -0.065, 0.063], [-0.006, 0.006, -0.001], [0.002, -0.005, -0.005], [0.002, -0.001, 0.001], [0.003, 0.002, -0.002], [0.003, -0.011, 0.005], [-0.001, 0.005, -0.003], [0.005, 0.000, 0.007], [0.013, -0.014, 0.009], [0.005, -0.001, 0.001], [-0.027, 0.004, -0.007], [0.002, 0.004, 0.005], [-0.003, 0.003, -0.002], [0.003, 0.007, 0.000], [0.013, -0.012, 0.004], [-0.014, 0.004, -0.004], [0.016, -0.012, -0.001], [0.033, 0.022, -0.062], [-0.003, 0.003, -0.003], [0.009, -0.026, 0.002], [0.009, -0.002, -0.009], [-0.004, -0.016, -0.004], [0.004, 0.001, 0.003]],
  "nbo_charge": [0.25, 0.25, -0.20, -0.66, 0.23, -1.14, 0.95, -0.19, 0.23, -0.95, -0.34, -1.13, -0.67, 0.23, 0.26, -0.19, -0.92, -0.22, 0.24, 0.30, 0.24, 1.29, -0.94, 0.25, 0.93, 0.26, 0.26, 0.23, 0.26, 0.23, 1.75, -0.59, 0.24, 0.23, -0.19, 0.24, -1.12, -0.26, 0.25, -0.34, 0.21, 0.26, 0.24, 0.13, 0.24, 0.42, 0.27, -0.14, 0.22, 0.25, -0.15, -1.12, -0.95, 1.74, 0.23, -0.16, 0.25, 0.23, 0.23, 0.22, 0.23, 0.25, 0.24, 0.21, 0.23, -0.22, 0.24, 0.24, 0.25, -0.19, 0.25, 0.40, -1.78, 0.24, -1.14, -1.14, 0.25, 0.22],
  "gap_ev": 7.63,
  "relative_energy_ev": 0.000,
  "multiplicity": 1,
  "total_energy_ev": -88260.1476,
  "charge": 1
}

---

(2)
{
  "formula": "C22H44NO4S2",
  "method": "wB97M-V/def2-TZVPD",
  "symbols": ["H", "C", "H", "H", "H", "C", "S", "H", "C", "H", "C", "H", "H", "H", "H", "C", "H", "C", "H", "H", "H", "H", "O", "H", "H", "C", "H", "H", "H", "H", "H", "H", "H", "C", "H", "N", "H", "H", "H", "H", "H", "O", "H", "H", "C", "H", "H", "H", "S", "H", "H", "C", "H", "C", "O", "C", "H", "C", "H", "C", "H", "C", "H", "C", "C", "C", "H", "C", "C", "H", "C", "C", "O"],
  "coordinates": [[1.8283, -1.9509, 4.3505], [-0.8995, 0.1879, -4.4655], [3.1615, -1.8810, 1.5874], [3.0770, 1.1486, -1.2818], [3.3277, 1.8212, -4.3011], [-0.5424, 1.2712, -3.4359], [-4.2079, 2.2065, 2.2351], [-2.0324, 0.6072, -2.0100], [-4.0959, -0.4938, 1.5380], [-1.5967, 2.3087, -1.8250], [0.5192, -1.5448, 2.6757], [-1.3019, -0.6659, 0.7459], [3.3737, 0.2115, 3.7870], [-5.9070, 0.6222, 1.7119], [-1.3154, -2.1303, -0.2027], [4.5320, 0.4226, 1.9923], [0.2209, -3.2530, 1.3789], [1.8084, -2.1144, 3.2715], [1.5953, 3.4526, -5.1375], [-0.2957, -1.7201, 3.3861], [-2.0265, -3.1414, 2.2892], [2.5240, 2.7169, -3.0191], [-3.3037, -1.7458, 5.0041], [5.0444, 2.1172, 0.7103], [3.1093, -0.7335, -4.3592], [3.0902, -1.5646, 2.6351], [1.7989, -3.1969, 3.1115], [5.3985, 0.2229, 2.6273], [-0.3323, 0.2718, -5.3874], [-0.7670, -0.8172, -4.0664], [-3.1132, -2.8189, 0.9668], [1.2691, 1.8231, -5.6606], [-3.5260, 0.0142, 0.7581], [-0.0598, 2.5656, -4.1208], [-1.9506, 0.3002, -4.7192], [0.6365, 0.8727, -2.5538], [-4.5442, 0.5085, 4.4162], [2.4046, 0.4777, 2.3291], [-2.3879, -0.6001, 2.8893], [2.6639, -0.5649, -1.4293], [-0.0555, 3.3674, -3.3765], [0.6201, 1.3068, -1.4332], [1.6533, -1.4485, -3.6776], [-4.7407, -1.2237, 1.0430], [-3.1290, -1.2626, 2.4374], [-6.2495, 0.5440, 3.9949], [0.8987, -1.8256, 0.5880], [3.4957, 2.2763, 1.5137], [-4.0080, -2.0517, 3.7980], [1.5510, -0.3433, -5.0517], [0.5902, -0.4595, 2.5602], [-1.7512, 1.5121, -2.5507], [3.9606, 0.1231, -2.4114], [2.3687, 1.9702, -3.8035], [-4.3185, -3.3982, 3.4486], [-5.2827, 0.1415, 3.7014], [-2.5879, 1.8121, -3.1777], [1.3090, 2.4641, -4.7781], [3.9409, -2.0344, 3.1392], [2.9809, 0.3208, -1.9815], [4.6809, -0.1701, 1.0845], [-2.3919, -2.3489, 1.6358], [-5.3214, 2.8930, 1.9622], [4.5213, 1.9188, 1.6476], [2.0310, 0.6245, -3.1301], [0.1604, -2.1625, 1.3270], [-0.8278, 2.8100, -4.8560], [3.2733, -0.0511, 2.7296], [-4.9687, 0.5472, 2.2579], [4.9799, 2.5208, 2.4304], [-1.2234, -1.7570, 0.8243], [2.0658, -0.5413, -4.1188], [-5.4031, -1.2879, 3.8010]],
  "forces_ev_per_a": [[0.025, 0.071, -0.009], [0.229, -0.152, 0.032], [-0.096, 0.048, -0.011], [-0.008, -0.003, -0.004], [0.007, -0.023, -0.002], [-0.695, -0.870, -0.287], [0.090, 0.007, -0.031], [-0.010, -0.031, -0.047], [-0.045, 0.052, 0.121], [0.072, -0.033, 0.009], [-0.176, -0.229, 0.203], [0.026, 0.009, 0.153], [-0.233, 0.162, -0.027], [0.045, 0.045, -0.036], [-0.001, 0.076, -0.008], [0.054, 0.191, 0.156], [0.009, 0.008, 0.003], [0.084, 0.113, -0.325], [0.007, 0.000, -0.025], [0.000, -0.040, -0.038], [0.028, 0.057, 0.063], [0.000, -0.055, 0.044], [0.004, -0.031, -0.018], [0.160, 0.040, 0.104], [0.025, 0.018, 0.050], [0.098, -0.053, 0.179], [-0.015, -0.009, 0.187], [0.046, -0.138, -0.129], [0.014, 0.006, 0.005], [-0.055, 0.001, 0.014], [-0.026, -0.061, 0.073], [-0.003, -0.009, 0.003], [0.013, -0.097, -0.045], [0.207, 0.293, 0.098], [-0.009, 0.045, 0.024], [0.670, 2.647, 0.857], [0.125, -0.073, -0.093], [-0.014, -0.013, 0.022], [-0.157, 0.050, 0.189], [0.010, -0.019, -0.019], [-0.011, -0.046, 0.038], [-0.327, -1.386, -1.028], [0.042, -0.014, 0.015], [-0.047, 0.016, 0.061], [0.068, -0.216, -0.227], [0.013, -0.063, 0.084], [0.052, -0.176, -0.007], [0.018, 0.014, 0.028], [0.149, -0.041, 0.101], [0.017, 0.021, -0.006], [-0.048, 0.002, 0.057], [0.045, 0.294, 0.414], [0.011, -0.010, -0.003], [-0.139, 0.354, 0.015], [-0.074, 0.014, 0.045], [-0.155, 0.208, 0.097], [0.041, -0.066, -0.104], [-0.008, -0.184, -0.096], [0.012, -0.039, -0.090], [-0.077, 0.193, 0.169], [-0.125, -0.009, -0.021], [0.123, 0.376, -0.040], [-0.031, 0.036, 0.026], [-0.190, -0.123, -0.131], [0.232, -1.001, -0.013], [0.047, 0.518, 0.015], [-0.029, 0.001, 0.016], [0.312, -0.189, -0.057], [-0.069, -0.114, -0.018], [-0.035, 0.040, -0.014], [-0.070, -0.431, -0.503], [-0.255, -0.008, -0.038], [0.000, 0.030, -0.221]],
  "lowdin_charge": [0.12, 0.00, 0.10, 0.09, 0.14, -0.43, 0.77, 0.10, -0.20, 0.10, -0.21, 0.10, 0.12, 0.11, 0.10, -0.26, 0.12, -0.20, 0.13, 0.11, 0.12, 0.14, -0.25, 0.06, 0.11, -0.22, 0.11, 0.11, 0.08, 0.10, 0.12, 0.12, 0.09, -0.10, 0.10, 0.04, 0.11, 0.09, 0.13, 0.10, 0.14, 0.21, 0.11, 0.13, -0.34, 0.13, 0.10, 0.06, 0.64, 0.07, 0.10, -0.01, 0.11, -0.10, -0.24, -0.23, 0.11, -0.15, 0.12, -0.01, 0.09, -0.18, -0.13, -0.11, -0.43, -0.21, 0.15, -0.22, -0.62, 0.07, -0.21, 0.00, -0.21],
  "gap_ev": 5.32,
  "multiplicity": 1,
  "total_energy_ev": -54869.8500,
  "charge": 1
}